Molecular formula: C6H17NO3
Method: DFT, ωB97M-V/def2-TZVPD

## Properties
HOMO-LUMO gap (spin up / spin down) = 2.30 / 8.79 eV
E_HOMO (spin up / spin down) = 1.2 / -5.2 eV
2S+1 = 2
F_max = 2.71 eV/A
Net charge = -1
E_tot = -14126.66516 eV
LUMO (spin up / spin down) = 3.52 / 3.54 eV
Relative energy (zero: lowest compared OMol25 entry of this formula, charge and spin) = 72.2 kcal per mole

Each line ends with the Mulliken spin population.
Geometry (Å):
1 C -1.0082 3.1639 -2.3366  0.4856
2 O -0.0267 2.1726 -2.1851  -0.5105
3 C -0.6185 0.8314 -2.3781  1.0567
4 C 0.3258 -0.2311 -1.9356  -0.2382
5 N 0.8353 0.1818 -0.6655  -0.5452
6 C 1.4717 -0.8659 0.1717  0.1488
7 C 0.4764 -1.8696 0.8608  0.7064
8 O -0.3656 -1.0727 1.7438  -1.8902
9 C -1.3546 -1.8727 2.3733  3.0098
10 H -1.4800 2.9636 -3.2986  0.0174
11 H -0.5357 4.1461 -2.3353  -0.0077
12 H -1.7010 3.1035 -1.4973  -0.2292
13 H -1.0848 0.8361 -3.3633  0.1809
14 H -1.5071 0.6536 -1.7724  -0.1289
15 H 1.0256 -0.4947 -2.7286  0.0175
16 H -0.3356 -1.0622 -1.6908  -0.2000
17 H 0.3242 0.8317 -0.0854  0.2834
18 H 2.1054 -0.3147 0.8665  0.0997
19 H 2.2126 -1.3217 -0.4851  -0.1151
20 H 1.0576 -2.5959 1.4290  -0.0195
21 H -0.0614 -2.2830 0.0076  -0.1857
22 H -2.0365 -1.1788 2.8649  -0.2506
23 H -0.9764 -2.5953 3.0965  -0.1842
24 H -1.9816 -2.5675 1.8145  -0.4728
25 O 1.9865 0.3090 4.0988  -0.0162
26 H 1.6748 -0.0392 3.2635  0.0903
27 H 1.5777 1.1718 4.1667  -0.1024



Molecular formula: C6H17NO3
Method: DFT, ωB97M-V/def2-TZVPD

## Properties
HOMO-LUMO gap = 9.79 eV
E_HOMO = -9.2 eV
F_max = 1.94 eV/A
E_tot = -14128.38690 eV
LUMO = 0.59 eV
Relative energy (zero: lowest compared OMol25 entry of this formula, charge and spin) = 74.1 kcal per mole

Each line ends with the Löwdin charge.
Geometry (Å):
1 C 1.2335 -2.3151 0.6894  -0.3246
2 C 2.0189 -1.0107 0.7428  -0.1881
3 C 1.1943 0.2666 1.1094  -0.1942
4 C -0.0801 2.4703 -1.8684  -0.2755
5 O -1.0350 1.5630 -2.4015  -0.0682
6 C 0.7169 2.0194 -0.6778  -0.0739
7 C 0.6008 0.8011 -0.1569  -0.1301
8 N 0.3015 -2.6595 1.7700  0.0033
9 H 1.8600 -3.2053 0.3959  0.1205
10 H 0.6811 -2.3737 -0.2158  0.0724
11 H 2.3699 -0.8234 -0.2587  0.0995
12 H 2.8392 -1.2229 1.4578  0.1122
13 H 1.7414 0.9263 1.7979  0.1140
14 H 0.3668 0.0561 1.7914  0.0950
15 H -0.7085 3.3581 -1.6380  0.1165
16 H 0.7182 2.7706 -2.5741  0.1178
17 H -0.9447 0.7916 -1.8365  0.0326
18 H 1.5026 2.6825 -0.3700  0.1114
19 H -0.0736 0.0399 -0.6389  0.1113
20 H -0.4171 -1.9589 1.6276  0.0443
21 H 0.7526 -2.4871 2.6669  0.0694
22 H -1.9323 -1.8272 -1.0359  0.0179
23 H -2.6503 -2.9688 -0.2247  0.0356
24 O -2.7045 -2.0549 -0.5095  -0.0563
25 H -2.7213 2.0843 0.8875  0.0376
26 H -3.1386 2.5141 -0.6212  0.0480
27 O -2.4915 2.5637 0.0912  -0.0484



Molecular formula: C6H17NO7PS
Method: DFT, ωB97M-V/def2-TZVPD

## Properties
HOMO-LUMO gap = 6.15 eV
E_HOMO = -3.8 eV
F_max = 1.45 eV/A
Net charge = -1
E_tot = -42442.47220 eV
LUMO = 2.32 eV

Each line ends with the Löwdin charge.
Geometry (Å):
1 N -3.0563 -2.5599 0.8722  0.0495
2 C -1.8482 -2.0433 0.2353  -0.5374
3 C -0.9823 -3.0918 -0.4344  -0.3180
4 O 0.0952 -2.3734 -0.9480  -0.3675
5 P 0.6526 -1.3220 0.3848  0.5670
6 C 1.2281 -0.3931 1.9618  -0.3310
7 C 1.3495 -1.3042 3.1593  -0.3520
8 O 2.5175 -2.1439 3.1081  -0.1268
9 O -0.9858 -1.4472 1.1634  -0.3100
10 H -3.7731 -1.8434 0.8312  0.0481
11 H -2.8330 -2.6404 1.8607  0.0609
12 H -2.1272 -1.3379 -0.5621  0.1326
13 H -1.5213 -3.6944 -1.1695  0.1048
14 H -0.6738 -3.7622 0.3886  0.0983
15 H 0.1472 -0.1534 -0.2394  -0.0204
16 H 1.9057 -1.0633 -0.3182  -0.0162
17 H 1.1092 -2.5697 0.9850  0.0138
18 H 2.1388 0.1880 1.8079  0.0671
19 H 0.4176 0.3055 2.1939  0.0610
20 H 1.4832 -0.7022 4.0633  0.0940
21 H 0.4451 -1.9069 3.2599  0.0960
22 H 2.2679 -2.9256 2.6030  0.0449
23 C 0.8780 3.7273 -3.1717  -0.1802
24 C -0.1884 4.5711 -2.5037  -0.1872
25 O -1.0046 3.6254 -1.8185  -0.1995
26 S -0.0969 2.3855 -1.2994  0.5991
27 O 0.2548 2.6144 0.0505  -0.2072
28 O -0.7162 1.2147 -1.7788  -0.2158
29 O 1.1873 2.7185 -2.2145  -0.1861
30 H 0.4997 3.2482 -4.0780  0.1311
31 H 1.7766 4.2937 -3.4044  0.1296
32 H -0.7936 5.1278 -3.2149  0.1284
33 H 0.2469 5.2583 -1.7732  0.1292